(1)
A structure of composition C44H35BrF5GeN3O2RuS at a distorted geometry, computed with wB97M-V/def2-TZVPD.

The highest occupied orbital energy (spin up / spin down) is -3.23 / -4.20 eV. Its molecular weight is 1018.42 g mol⁻¹. The calculation puts the relative energy (zero: lowest compared OMol25 entry of this formula, charge and spin) at 53.5 kcal/mol. The total charge is -1. The orbital gap (spin up / spin down) comes out at 5.67 / 6.64 eV. The calculation puts the LUMO energy (spin up / spin down) at 2.44 / 2.44 eV. The spin multiplicity is 2.

```
93
Properties=species:S:1:pos:R:3:forces:R:3
Ru -0.586 1.652 -0.473 2.1093 -0.8855 1.1616
Br 0.572 1.241 2.293 -0.0303 0.2945 -0.4417
Ge -0.253 -2.175 -0.195 -0.1084 -0.0323 -0.5043
S -5.133 1.623 -0.927 0.1452 -0.1002 0.0930
F 0.245 4.918 1.389 0.1304 -0.0830 -0.0542
F -2.133 3.889 0.764 0.0802 -0.0053 0.0753
F 0.862 4.998 -0.697 -0.0364 -0.1140 0.0898
F -1.697 4.096 -1.399 -0.0928 0.4189 0.1845
F -0.860 6.114 -0.034 0.0983 -0.1541 0.0887
O -0.216 1.836 -2.634 -0.8311 0.2063 1.1994
O 2.644 -0.016 -4.673 -0.0265 -0.0634 0.1090
N -2.662 1.280 -0.314 0.3128 0.7399 -1.1913
N 1.509 2.052 -0.559 -0.7280 0.8829 0.1502
N 1.918 2.265 -1.825 0.0940 -0.0641 -0.2054
C -1.872 -4.508 -1.118 -0.0268 0.0367 0.0208
C 1.302 -3.065 -1.073 -0.1525 0.0581 0.3194
C -1.087 3.714 -0.169 -0.4601 -0.0185 -1.0831
C 1.560 3.706 4.877 0.0047 0.0291 -0.1030
C -0.017 -3.582 4.357 -0.0201 -0.0353 0.0001
C -4.772 0.704 0.505 0.2337 0.2351 -0.2831
C -5.097 -0.635 2.440 -0.1654 0.0758 -0.1159
C 1.540 2.035 -4.202 -0.1157 -0.1643 0.0940
C -3.712 -0.774 2.570 0.1089 -0.0227 0.0344
C 3.314 -4.413 -1.036 0.0762 -0.0598 0.0409
C 0.894 -2.320 2.524 -0.0373 0.0182 -0.0033
C 3.483 -4.225 -2.399 -0.0170 -0.0269 -0.0224
C -0.208 4.932 0.115 -0.0832 0.2603 0.0203
C 1.398 3.750 -5.901 -0.0307 0.0795 -0.0181
C 1.350 3.517 6.234 -0.0384 0.0305 0.0744
C 2.564 -3.456 -3.102 0.0064 -0.0090 -0.0184
C 2.021 2.394 1.772 -0.5395 -0.0140 0.9526
C -3.955 -2.984 -2.125 -0.0486 -0.0154 -0.0124
C 2.676 3.058 2.730 -0.1570 -0.1876 -0.3328
C -1.821 -3.121 -0.991 0.2379 0.0091 0.2096
C -3.992 -4.366 -2.246 -0.0239 0.0164 -0.0167
C -2.948 -5.128 -1.739 0.0302 -0.0984 0.0218
C -1.176 -3.494 2.252 0.0002 0.0414 0.0245
C -5.642 0.102 1.403 -0.0183 -0.1580 0.1749
C -0.178 -2.685 1.710 -0.0326 0.0425 -0.2460
C 2.478 1.661 -6.392 0.0552 -0.0762 -0.0928
C 0.975 -2.761 3.837 0.0496 0.0202 0.0513
C 1.487 -2.883 -2.443 -0.0205 0.0346 -0.0446
C 1.143 3.299 -4.615 0.0740 -0.0256 -0.0312
C -0.371 -0.379 -0.788 0.2132 0.1424 -0.4384
C 1.088 1.555 -2.827 -0.1030 -0.4461 -0.2458
C 2.226 1.217 -5.097 -0.0502 0.3006 -0.0096
C 2.024 2.515 6.917 0.0197 0.0050 -0.0197
C 3.119 1.884 4.874 0.0053 0.0496 -0.0672
C -3.380 0.615 0.655 -0.3943 -0.3475 0.3710
C -1.098 -3.943 3.564 -0.0109 -0.0039 0.0481
C 2.055 2.917 -6.795 0.0275 -0.0053 0.0163
C 2.446 2.888 4.180 0.0354 -0.0242 0.2100
C -2.849 -0.154 1.691 0.0725 0.1644 -0.0478
C 2.234 -3.835 -0.380 -0.0632 0.0275 -0.0263
C 2.911 1.698 6.231 0.0254 -0.0381 0.0386
C -2.875 -2.370 -1.504 -0.0193 0.0248 0.0345
C 2.281 2.498 0.373 0.2338 -0.2742 -0.5853
C -3.435 1.816 -1.205 -0.3200 -0.2335 0.2173
H 3.193 3.021 0.094 0.0685 -0.0780 0.0022
H 3.419 3.783 2.411 0.0856 -0.0680 -0.0279
H 3.804 1.243 4.332 -0.0054 -0.0197 0.0157
H 3.004 1.016 -7.090 -0.0135 -0.0203 0.0224
H -6.713 0.198 1.288 0.0017 -0.0175 0.0035
H 3.050 -0.480 -5.409 0.0242 -0.0122 -0.0676
H 1.071 4.734 -6.212 0.0030 -0.0057 0.0143
H 0.650 4.152 6.763 -0.0001 0.0072 -0.0237
H 2.240 3.240 -7.812 0.0221 0.0127 0.0109
H 1.812 -2.467 4.458 0.0046 0.0068 -0.0110
H 2.688 -3.301 -4.168 -0.0006 0.0012 -0.0017
H -3.306 -1.385 3.366 0.0099 0.0149 0.0028
H 4.321 -4.680 -2.914 0.0085 0.0137 0.0100
H 1.307 0.472 -2.742 0.0599 0.1442 0.0920
H -1.878 -4.578 3.967 -0.0017 0.0017 -0.0004
H -3.061 2.352 -2.064 0.1002 0.0520 0.0649
H 4.025 -5.015 -0.481 -0.0014 0.0147 -0.0010
H -5.756 -1.117 3.150 0.0155 -0.0207 -0.0009
H -4.826 -4.849 -2.740 -0.0063 0.0050 0.0149
H -2.971 -6.209 -1.832 0.0004 0.0089 -0.0081
H 1.019 4.477 4.341 -0.0013 -0.0072 -0.0110
H 2.920 2.185 -1.956 0.0287 0.0140 0.0305
H -2.024 -3.771 1.636 0.0019 -0.0476 0.0310
H 0.783 -2.275 -3.002 0.0152 0.0073 -0.0055
H 2.113 -3.983 0.688 0.0268 -0.0448 -0.0102
H -1.775 -0.256 1.773 -0.0129 -0.0614 0.0029
H 0.054 -3.945 5.375 -0.0080 0.0367 0.0118
H 1.856 2.371 7.977 -0.0049 -0.0079 -0.0051
H 1.667 -1.672 2.125 0.0323 -0.0425 0.0277
H -2.835 -1.288 -1.424 0.0057 0.0023 -0.0280
H -4.766 -2.383 -2.520 0.0074 0.0003 -0.0025
H 3.441 0.910 6.752 -0.0135 0.0027 0.0032
H -0.371 -0.464 -1.889 -0.0589 -0.3163 0.0452
H 0.606 3.903 -3.893 -0.0599 0.0015 -0.0283
H -1.055 -5.108 -0.728 -0.0118 -0.0360 -0.0385
```
Forces are in eV/Å.

The computed Mulliken charges, all in e, follow:
1. Ru -0.5962
2. Br -0.0540
3. Ge 2.7446
4. S -0.3661
5. F -0.2208
6. F -0.3314
7. F -0.2318
8. F -0.3791
9. F -0.3120
10. O -0.8299
11. O -0.4476
12. N 0.8997
13. N 0.6260
14. N -0.5399
15. C -0.1501
16. C -0.0783
17. C 0.5154
18. C 0.0373
19. C -0.4971
20. C 1.2235
21. C -0.5755
22. C -0.4457
23. C -0.8995
24. C -0.6039
25. C -0.2831
26. C -0.4522
27. C 0.1912
28. C -0.7626
29. C -0.6311
30. C -0.6413
31. C 0.2201
32. C -0.6076
33. C -0.8663
34. C -0.4037
35. C -0.4306
36. C -0.7230
37. C -0.4124
38. C -0.4844
39. C -0.0801
40. C -0.7449
41. C -0.8845
42. C -0.4010
43. C -0.6650
44. C -0.2548
45. C 1.3916
46. C 0.8845
47. C -0.3919
48. C -0.0914
49. C -1.2904
50. C -0.6484
51. C -0.5648
52. C -0.1338
53. C 0.3132
54. C -0.3249
55. C -0.5904
56. C -0.1896
57. C -0.6743
58. C -0.3936
59. H 0.4101
60. H 0.3867
61. H 0.4176
62. H 0.2795
63. H 0.4099
64. H 0.2990
65. H 0.3840
66. H 0.3781
67. H 0.3565
68. H 0.4139
69. H 0.3816
70. H 0.4747
71. H 0.3639
72. H 0.2049
73. H 0.4009
74. H 0.4028
75. H 0.3812
76. H 0.3879
77. H 0.3589
78. H 0.3742
79. H 0.4733
80. H 0.4197
81. H 0.3489
82. H 0.2382
83. H 0.3416
84. H -0.1502
85. H 0.3781
86. H 0.3788
87. H 0.7274
88. H 0.0510
89. H 0.4042
90. H 0.3776
91. H 0.2853
92. H 0.3791
93. H 0.4143

---

(2)
A cluster of 2 separate species, H2IO in total at a distorted geometry, computed with wB97M-V/def2-TZVPD.

The highest occupied orbital energy is -3.24 eV. Its molecular weight is 144.92 g mol⁻¹. The calculation puts the relative energy (zero: lowest compared OMol25 entry of this formula, charge and spin) at 9.2 kcal/mol. The total charge is -1. The orbital gap comes out at 6.40 eV. The calculation puts the LUMO energy at 3.16 eV.

```
4
Properties=species:S:1:pos:R:3:forces:R:3
I 3.734 -2.197 -2.047 -0.0380 0.0045 0.0148
O -1.159 1.121 0.731 -0.3986 -1.1430 -0.0896
H -0.618 0.439 0.273 -0.4951 0.6727 0.4553
H -1.957 0.638 1.042 0.9317 0.4658 -0.3805
```
Forces are in eV/Å.

The computed Mulliken charges, all in e, follow:
1. I -0.9990
2. O -0.6664
3. H 0.3514
4. H 0.3140

---

(3)
An isolated molecule of C2HNO5 at a distorted geometry, computed with wB97M-V/def2-TZVPD.

The highest occupied orbital energy is -12.05 eV. Its molecular weight is 119.03 g mol⁻¹. The calculation puts the relative energy (zero: lowest compared OMol25 entry of this formula, charge and spin) at 71.4 kcal/mol. The total charge is 0. The orbital gap comes out at 11.16 eV. The calculation puts the LUMO energy at -0.89 eV.

```
9
Properties=species:S:1:pos:R:3:forces:R:3
O 1.834 -1.853 0.188 -2.1289 5.6835 0.5350
O -1.541 0.285 -1.438 -0.7543 0.1449 -1.1018
O -1.331 0.912 1.237 3.4623 -4.5470 -3.9426
O 0.527 -0.507 -1.048 0.0981 -1.9911 -1.7604
O 1.201 0.533 0.790 -1.9348 -2.1194 -1.3116
N -0.102 1.281 0.242 -1.1122 -2.8832 1.5421
C -0.494 0.309 -0.935 1.3967 2.0586 3.1236
C 1.268 -0.749 0.072 1.6343 -1.2285 0.5846
H -1.362 -0.212 0.894 -0.6611 4.8822 2.3311
```
Forces are in eV/Å.

The computed Mulliken charges, all in e, follow:
1. O -0.4531
2. O -0.3345
3. O -0.3117
4. O -0.2509
5. O -0.2085
6. N 0.0015
7. C 0.4752
8. C 0.6872
9. H 0.3948

---

(4)
A structure of composition C3HF2O2P at a distorted geometry, computed with wB97M-V/def2-TZVPD.

The highest occupied orbital energy (spin up / spin down) is -22.80 / -19.45 eV. Its molecular weight is 138.01 g mol⁻¹. The total charge is +2. The orbital gap (spin up / spin down) comes out at 10.80 / 4.52 eV. The calculation puts the LUMO energy (spin up / spin down) at -12.00 / -14.93 eV.

```
9
Properties=species:S:1:pos:R:3:forces:R:3
P 2.662 0.004 0.695 2.2006 -0.4443 0.8787
F 1.402 -0.046 -0.757 -3.7957 -0.7092 -1.4147
F 1.735 0.886 1.499 -0.4588 0.6562 0.5786
O -0.508 -0.590 1.818 -0.9276 -0.6968 -2.2903
O -1.896 -0.022 -0.029 0.4558 -0.1434 -2.8962
C -0.734 -0.529 0.665 1.9858 0.8528 4.4812
C 0.008 -0.262 -0.588 4.3236 -0.5884 1.1170
C -1.127 0.138 -1.169 -3.7725 0.7316 -0.4870
H -1.541 0.420 -2.134 -0.0111 0.3416 0.0327
```
Forces are in eV/Å.

The computed Mulliken charges, all in e, follow:
1. P 0.7701
2. F -0.0059
3. F -0.0342
4. O -0.1974
5. O -0.0032
6. C 0.5575
7. C 0.4925
8. C 0.0281
9. H 0.3925